Entry from the Open Molecules 2025 dataset: a structure of composition C26H51Cl3IrN2O3PSi at a distorted geometry (ωB97M-V with the def2-TZVPD basis set).

## Properties
2S+1: 5
Energy relative to the best compared isomer or geometry (same formula, charge and spin) in kJ/mol: 227.5

Structure (XYZ):
```
88
C26H51Cl3IrN2O3PSi | the Open Molecules 2025 dataset | ωB97M-V with the def2-TZVPD basis set
H -3.306 -3.440 -0.179
C -1.182 -3.115 -0.150
H -1.313 5.994 0.905
H 3.033 0.886 -2.267
C -1.252 -2.696 -2.674
C 1.635 4.879 2.021
H -1.048 -5.655 2.777
C -0.151 0.461 5.293
H -3.246 -5.073 1.732
C 0.100 -4.417 1.428
C -0.329 1.038 3.894
N 2.798 -1.067 -1.500
H 1.829 -0.139 -3.120
H 3.956 -2.475 -2.522
Ir -0.201 0.723 0.501
C -2.097 -2.019 -3.703
C -0.293 -4.316 -4.292
H 0.827 3.892 -5.084
H 1.799 4.564 3.063
O 0.463 2.579 1.342
C 2.472 -0.500 3.107
Cl -0.366 1.137 -1.706
H 0.459 -5.107 -4.252
C 0.054 -3.505 0.368
N 0.225 4.786 1.669
H 0.151 -4.178 -2.126
H 3.567 -0.475 -3.316
C 1.167 -1.254 2.873
H 0.454 1.779 3.681
C 3.141 -2.453 -1.790
H 0.958 -3.102 -0.101
H 1.876 4.598 -3.861
H 0.043 -3.580 -5.036
H 0.891 -1.862 3.748
H 2.673 0.223 2.307
P -0.252 -0.153 2.523
C 2.804 -0.129 -2.612
H -1.232 -4.760 -4.654
H 2.062 2.898 -4.307
H -2.063 2.193 -3.783
H -2.969 -2.641 -3.961
H -1.401 3.539 1.293
C -1.073 2.496 -4.157
H -1.728 3.905 -1.163
H -2.845 -0.349 4.115
H -1.201 5.979 2.691
O -0.239 -1.191 -1.264
H -2.465 -1.053 -3.338
H -3.430 -1.940 3.601
H -2.237 -1.560 -1.159
H -1.904 4.645 -2.756
C -0.440 -3.719 -2.931
H -2.313 -0.979 1.682
H 3.303 -1.216 3.121
C -2.527 -1.348 3.794
H 0.036 6.845 1.728
H -1.300 -2.298 2.263
H 2.241 4.263 1.345
H 2.277 -2.988 -2.216
H -0.607 1.652 -4.686
H -0.003 1.296 5.989
C -2.318 -4.623 1.366
H 1.911 5.930 1.922
H 2.474 0.034 4.066
H -1.294 1.554 3.787
C -1.092 -4.960 1.935
H 3.454 -2.952 -0.864
H -0.689 5.283 -1.622
H 2.497 -1.512 0.479
O 1.901 0.428 -0.002
C -2.363 -3.706 0.309
Cl -2.454 1.184 0.519
C -1.166 4.364 -1.990
H 0.723 -0.198 5.377
C -0.616 5.968 1.756
H 1.242 -1.963 2.034
C -1.684 -1.301 2.528
Cl 1.713 3.495 -1.359
C 2.374 -0.717 -0.283
H 1.071 -4.712 1.836
H -1.229 3.306 -4.881
C -0.306 3.594 1.419
C -1.267 -2.075 -1.276
H -1.537 -1.843 -4.632
C 1.325 3.691 -4.131
Si 0.089 3.159 -2.719
H -1.040 -0.093 5.617
H -1.998 -1.832 4.623
```

Entry from the Open Molecules 2025 dataset: an isolated molecule of C14H18O2 at a distorted geometry (ωB97M-V with the def2-TZVPD basis set).

## Properties
2S+1: 1
Energy relative to the best compared isomer or geometry (same formula, charge and spin) in kJ/mol: 0.0
SMILES string: C=C[C@H]1OC(C)(C)OC[C@@H]1c1ccccc1

Structure (XYZ):
```
34
C14H18O2 | the Open Molecules 2025 dataset | ωB97M-V with the def2-TZVPD basis set
C -0.681 -0.686 0.267
H 2.093 -0.485 0.958
H 1.557 4.288 2.428
C -1.503 -0.523 1.495
H 0.517 -2.340 -1.670
H -3.189 -0.624 -2.748
H 0.173 -1.348 0.448
C -0.151 0.676 -0.166
C -2.489 -1.437 -2.894
C 2.866 1.136 2.153
C -1.229 -1.230 -2.070
H -2.211 -1.470 -3.989
H -0.154 3.242 0.887
H 1.308 -0.157 -1.593
C 0.689 2.636 1.234
H -0.463 -1.985 2.630
H -2.323 0.161 1.501
O -1.620 -1.275 -0.699
C -0.343 -2.417 -2.325
H -1.813 -1.095 3.515
C 0.857 1.294 0.805
H -0.017 -2.342 -3.371
H -1.021 1.314 -0.312
C 0.423 0.494 -1.565
C 1.953 0.556 1.271
H 3.744 0.551 2.479
C 1.646 3.207 2.113
C -1.244 -1.244 2.621
O -0.598 -0.015 -2.479
H -2.965 -2.368 -2.543
C 2.739 2.473 2.543
H -0.897 -3.345 -2.192
H 0.828 1.449 -1.894
H 3.517 2.907 3.164
```

- Look up the 2S+1 of the first one.
  5